No. 1
9 unconnected molecules or ions with the total composition C31H56Cl2O24 at a distorted geometry. Source: the OMol25 dataset; level of theory: wB97M-V/def2-TZVPD.

Cartesian coordinates (Å):
C 4.39814 -6.59132 -1.66977
C 3.86724 -5.23427 -2.04538
O 2.60052 -5.25473 -2.63897
C 1.55606 -5.57329 -1.90977
O 1.58477 -5.85590 -0.77104
O 0.47637 -5.50979 -2.66932
C -0.76214 -5.69815 -1.99497
H 3.77061 -7.08221 -0.93291
H 5.39727 -6.42989 -1.25818
H 4.51444 -7.24624 -2.53385
H 4.59402 -4.69323 -2.64832
H 3.85168 -4.61821 -1.13688
H -1.05189 -6.74416 -2.03122
H -1.52506 -5.06693 -2.45217
H -0.74838 -5.33289 -0.96744
C 1.50010 -2.92651 4.26315
C 1.63159 -2.93123 5.75897
O 1.79897 -4.26210 6.29319
C 1.98152 -4.35001 7.61252
O 1.77213 -3.49474 8.40836
O 2.49409 -5.55584 7.90135
C 2.30509 -6.09911 9.20632
H 2.42674 -3.33482 3.84020
H 1.27938 -1.95470 3.83165
H 0.74116 -3.60200 3.84792
H 0.74223 -2.48980 6.22239
H 2.46795 -2.27719 6.02212
H 1.90771 -5.39775 9.94704
H 3.26739 -6.39742 9.61088
H 1.55666 -6.88494 9.11145
C 2.38835 -2.46838 0.39759
C 0.97612 -1.91498 0.35042
O 1.04138 -0.59114 -0.14737
C 0.15924 -0.20293 -1.03639
O -0.77753 -0.84407 -1.36695
O 0.52465 0.93063 -1.57381
C -0.27848 1.37425 -2.67757
H 2.96265 -2.07216 1.23343
H 2.86039 -2.26660 -0.56390
H 2.28647 -3.54721 0.54627
H 0.52832 -1.96773 1.34425
H 0.31331 -2.54104 -0.24944
H -1.25025 1.69227 -2.28619
H -0.41488 0.60336 -3.43472
H 0.15408 2.21662 -3.21025
C -0.29457 3.26786 1.50857
C -1.76170 3.68851 1.58857
O -2.02243 4.55540 0.45574
C -2.12040 5.82178 0.79183
O -1.82984 6.29278 1.81493
O -2.55576 6.50638 -0.22797
C -2.99618 7.85249 -0.03159
H -0.14750 2.81548 0.52757
H -0.09021 2.49551 2.25169
H 0.30633 4.16775 1.61849
H -2.06435 4.15377 2.52214
H -2.41573 2.82818 1.44472
H -4.07206 7.89758 0.14040
H -2.80139 8.48320 -0.90212
H -2.38180 8.29983 0.75757
C -7.89488 5.03074 -0.56639
C -7.74485 4.98171 -2.08638
O -6.34617 5.16101 -2.36492
C -6.03423 5.34431 -3.64540
O -6.76476 5.43911 -4.57138
O -4.73359 5.50453 -3.75033
C -3.87452 4.80313 -2.86222
H -7.70962 6.06761 -0.26158
H -7.17793 4.41124 -0.02750
H -8.89403 4.81625 -0.18827
H -8.30087 5.83253 -2.48781
H -8.16447 4.06555 -2.50574
H -4.13854 3.73474 -2.89147
H -3.85555 5.12803 -1.82681
H -2.86803 4.79475 -3.27737
O 8.49327 -0.39045 2.61775
C 7.96106 -0.79939 1.65711
O 8.41492 -1.82887 0.91292
C 7.60664 -1.96988 -0.27528
C 6.49463 -0.91686 -0.06948
O 6.76563 -0.34878 1.19748
H 8.26152 -1.70447 -1.10570
H 7.25620 -2.99601 -0.35742
H 5.50071 -1.34896 -0.16216
H 6.59070 -0.17385 -0.86343
O -0.33545 -0.04734 3.38409
C -1.35409 -0.18645 2.81462
O -2.39805 0.63944 2.88976
C -3.49305 0.09721 2.13900
C -2.83854 -1.01919 1.32652
O -1.65704 -1.29654 2.10901
H -4.30249 -0.29156 2.75835
H -3.92358 0.91306 1.55756
H -2.60619 -0.85985 0.27361
H -3.44637 -1.92536 1.36722
O -1.33822 0.94984 -5.95798
C -1.78529 0.98027 -7.03884
O -2.78235 1.78722 -7.42229
C -2.92158 1.80091 -8.84928
C -1.82098 0.82548 -9.31406
O -1.22931 0.37188 -8.10473
H -3.86949 1.37940 -9.19244
H -2.87668 2.84428 -9.14696
H -1.11400 1.34900 -9.96943
H -2.18592 0.00697 -9.93352
Cl 3.74925 1.30925 0.28626
C 3.19930 1.94765 1.86160
C 2.82611 0.83746 2.81057
Cl 4.24520 -0.16088 3.22562
H 2.31755 2.55398 1.67923
H 4.00429 2.52937 2.29643
H 2.10556 0.13378 2.40418
H 2.36556 1.25495 3.70455

Summary:
Energy above the lowest of the compared OMol25 structures with the same formula, charge and spin in kcal/mol: 19.6
LUMO in eV: 0.198
HOMO energy in eV: -10.310
Structure (SMILES): CCOC(=O)OC.CCOC(=O)OC.CCOC(=O)OC.CCOC(=O)OC.CCOC(=O)OC.O=C1OCCO1.O=C1OCCO1.O=C1OCCO1.ClCCCl

---

No. 2
A molecular structure, C31H57CrN4O2P2 at a distorted geometry. Source: the OMol25 dataset; level of theory: wB97M-V/def2-TZVPD.

Cartesian coordinates (Å):
C -2.63130 0.97523 -1.51107
C -2.94780 -1.22709 -0.70412
C -3.76798 0.88840 -2.30112
C -4.20167 -1.27154 -1.35869
C -4.59039 -0.23394 -2.18136
H -4.00928 1.71822 -2.96078
H -4.80828 -2.16231 -1.19581
H -5.51941 -0.28717 -2.73777
N -2.21566 -0.05027 -0.74289
P -0.88882 2.47047 0.10598
P -0.71961 -2.40698 0.51990
C -1.76375 2.22758 -1.50229
H -1.00768 2.16033 -2.30081
H -2.37327 3.10874 -1.73818
C -2.38455 -2.34217 -0.04078
H -3.03180 -3.20853 0.10948
C 0.10258 -3.40724 -0.90719
C -0.69104 -3.49989 2.08798
C 0.66048 3.53652 -0.19310
C -2.17998 3.39883 1.11330
C 1.61033 -3.17474 -0.79318
H 2.01486 -3.48689 0.17514
H 2.12939 -3.74356 -1.57873
H 1.84414 -2.11227 -0.92230
C -0.23525 -4.90177 -0.85797
H 0.17161 -5.41665 0.01855
H -1.31815 -5.07153 -0.91327
H 0.21243 -5.37905 -1.74368
C -0.41721 -2.86466 -2.24343
H 0.01607 -3.45125 -3.06859
H -1.50859 -2.93945 -2.31324
H -0.13421 -1.81437 -2.38263
C 0.74500 -3.99492 2.33041
H 1.44838 -3.15221 2.34528
H 0.78250 -4.48191 3.31661
H 1.07835 -4.73529 1.59575
C -1.09408 -2.66257 3.30491
H -0.39180 -1.84637 3.49294
H -2.10725 -2.25850 3.22162
H -1.07458 -3.31932 4.18882
C -1.68224 -4.66825 2.01063
H -1.47075 -5.38002 1.20887
H -1.61269 -5.22240 2.95901
H -2.71441 -4.31464 1.90710
C -1.61954 3.62355 2.52743
H -2.34675 4.23366 3.08460
H -1.49223 2.67780 3.06326
H -0.65973 4.15302 2.52927
C -3.44939 2.53354 1.21654
H -3.92212 2.37757 0.23802
H -3.24141 1.56243 1.67961
H -4.16516 3.07057 1.85951
C -2.58169 4.74341 0.47873
H -3.53496 5.05975 0.92827
H -1.85809 5.53799 0.68407
H -2.73947 4.67921 -0.60460
C 1.02582 3.45236 -1.67894
H 0.26319 3.90660 -2.32770
H 1.96965 3.99604 -1.84561
H 1.18634 2.41235 -1.98591
C 1.79451 2.91017 0.63611
H 1.96704 1.86522 0.34809
H 2.72122 3.47604 0.45217
H 1.57938 2.94260 1.71408
C 0.52078 5.01667 0.18975
H -0.21255 5.53861 -0.43738
H 0.27723 5.16563 1.24840
H 1.49316 5.50498 0.01534
Cr -0.58036 0.07738 0.43198
C -1.25036 0.23249 2.13504
O -1.66550 0.33037 3.24676
N 0.80701 0.23912 -1.02388
C 1.34242 -0.07739 -2.02119
C 2.38685 -0.14593 -3.11742
C 1.96235 -1.19993 -4.13811
C 2.53677 1.19294 -3.83846
C 3.74392 -0.50993 -2.51688
H 1.92680 -2.19580 -3.68053
H 0.97123 -0.95843 -4.54140
H 2.67122 -1.23694 -4.97634
H 2.97949 1.95453 -3.18444
H 3.22075 1.04926 -4.68733
H 1.57852 1.55518 -4.23027
H 4.48235 -0.57102 -3.32882
H 4.07812 0.26695 -1.81429
H 3.72077 -1.47625 -1.99771
C 4.57633 -0.12473 2.06405
N 3.62165 0.22759 3.09412
C 2.28779 -0.00545 2.98657
N 1.55331 0.36355 4.07948
O 1.75965 -0.52469 1.97052
H 4.04853 -0.37298 1.13565
H 5.18258 -0.98784 2.36976
H 5.25055 0.71975 1.87793
H 3.96544 0.61395 3.96621
H 0.54487 0.30709 4.04497
H 1.99906 0.82282 4.86167

Summary:
Energy above the lowest of the compared OMol25 structures with the same formula, charge and spin in kcal/mol: 0.0
Net charge: +1
LUMO (alpha / beta) in eV: -1.991 / -3.330
HOMO energy (alpha / beta) in eV: -8.672 / -8.649
2S+1: 5

---

No. 3
5 unconnected molecules or ions with the total composition C31H57F5NO8S at a distorted geometry. Source: the OMol25 dataset; level of theory: wB97M-V/def2-TZVPD.

Cartesian coordinates (Å):
C 1.27974 -1.50913 2.27381
O 2.41411 -0.67319 2.09261
C 3.09159 -1.01209 0.87409
C 2.94198 0.03579 -0.25993
C 2.20056 1.31726 0.15033
C 0.69674 1.07053 0.31761
C -0.17875 2.22043 -0.20862
C -0.55345 1.91810 -1.69225
C -2.04184 1.61502 -1.92997
C -2.44934 0.12084 -2.02070
S -1.34383 -0.88747 -3.04795
O -0.19077 -1.23978 -2.27961
O -1.96398 -2.07273 -3.55196
C -0.69858 0.03893 -4.53222
F 0.58313 0.25352 -4.34503
F -1.30892 1.19359 -4.75811
C -0.80363 -0.79237 -5.85035
F -2.06428 -0.92729 -6.18248
F -0.18385 -1.92100 -5.78543
F -0.22615 -0.06688 -6.79208
C -3.87436 0.07509 -2.67605
C -4.91050 -0.93518 -2.09515
C -6.28727 -0.18147 -2.06124
C -5.14159 -2.07449 -3.08728
N -4.64259 -1.41763 -0.73289
O -4.24460 -2.63704 -0.66429
C -3.79154 -0.51994 0.07975
C -3.58258 -1.23516 1.45079
C -4.41537 0.83549 0.40310
C -2.40081 -0.46167 -0.57743
H 1.61272 -2.53218 2.45050
H 0.72654 -1.20352 3.15115
H 0.59817 -1.48338 1.41820
H 2.67399 -1.95727 0.53304
H 4.14584 -1.14433 1.11475
H 2.39399 -0.40911 -1.08547
H 3.94097 0.26309 -0.61946
H 2.38080 2.03833 -0.65384
H 2.63133 1.76510 1.04462
H 0.46594 0.89411 1.37004
H 0.46488 0.14042 -0.19700
H 0.33217 3.17087 -0.12300
H -1.10821 2.31450 0.35623
H -0.32877 2.82496 -2.25771
H 0.13976 1.16451 -2.05754
H -2.59736 2.09096 -1.12859
H -2.38880 2.10993 -2.83675
H -4.28465 1.07965 -2.62225
H -3.75133 -0.17527 -3.72718
H -6.97192 -0.75900 -1.44722
H -6.17866 0.84276 -1.71819
H -6.64523 -0.17052 -3.08748
H -6.05900 -2.59055 -2.79894
H -4.34869 -2.81416 -3.07148
H -5.28387 -1.69349 -4.09476
H -2.64920 -1.78636 1.49082
H -3.52636 -0.45084 2.20439
H -4.43301 -1.85648 1.70530
H -4.52582 1.46482 -0.47561
H -3.88488 1.36735 1.18451
H -5.43530 0.65511 0.74697
H -1.76191 0.12835 0.07329
H -1.99205 -1.46825 -0.56344
C 5.09993 -4.17427 -2.06274
C 4.07185 -3.06726 -2.08449
O 4.31239 -1.97393 -1.62430
C 2.73306 -3.38461 -2.70368
H 6.01167 -3.81185 -1.59151
H 4.72131 -5.02416 -1.49240
H 5.33030 -4.48973 -3.08162
H 2.25423 -4.20146 -2.16056
H 2.86385 -3.66732 -3.75017
H 2.09009 -2.50846 -2.65377
C 6.48401 2.95118 4.05874
C 5.43944 2.43550 3.09600
O 4.31574 2.88124 3.08865
C 5.86569 1.34166 2.14629
H 6.04833 3.73081 4.68047
H 6.83245 2.14080 4.70111
H 7.32704 3.36973 3.50645
H 6.18764 0.46395 2.70921
H 6.68053 1.69827 1.51343
H 5.02499 1.06430 1.51355
C 0.39143 -3.36733 6.34555
C 0.09563 -3.87748 4.95586
O -0.10427 -3.11969 4.03485
C 0.06164 -5.37475 4.76635
H 0.38600 -2.27924 6.33959
H -0.36988 -3.72057 7.04301
H 1.37439 -3.71346 6.66912
H -0.71385 -5.81325 5.39641
H 1.03056 -5.80633 5.02323
H -0.16038 -5.60168 3.72558
C -1.03015 6.50903 2.10342
C -0.48808 6.06732 0.76581
O -1.05672 5.23509 0.09688
C 0.79622 6.70855 0.30021
H -1.95203 5.97101 2.31481
H -0.30578 6.29112 2.88983
H -1.24194 7.57938 2.08569
H 1.59720 6.49877 1.01107
H 0.66226 7.78746 0.20566
H 1.07177 6.30136 -0.67059

Summary:
Energy above the lowest of the compared OMol25 structures with the same formula, charge and spin in kcal/mol: 12.2
LUMO (alpha / beta) in eV: 0.729 / 0.411
HOMO energy (alpha / beta) in eV: -8.378 / -8.778
2S+1: 2

---

No. 4
A molecular structure, C31H57N2O2P2SZr at a distorted geometry. Source: the OMol25 dataset; level of theory: wB97M-V/def2-TZVPD.

Cartesian coordinates (Å):
C 2.14610 -1.34599 -0.82848
C 1.26161 0.63191 -1.76987
C 3.11922 -1.40085 -1.80512
C 2.12383 0.50616 -2.87725
C 3.07505 -0.47582 -2.85947
H 3.88659 -2.18752 -1.76453
H 2.01748 1.19966 -3.68603
H 3.80045 -0.53350 -3.66758
N 1.28200 -0.33118 -0.74797
P 0.32519 -2.64001 0.90205
P -0.15811 2.47844 -0.09939
C 2.03455 -2.47115 0.21043
H 2.33794 -3.43583 -0.23784
H 2.74254 -2.28686 1.04105
C -1.91086 -0.64442 2.35145
O -2.68636 -0.82618 3.15623
C 0.38190 1.78312 -1.61447
H 0.16410 2.37616 -2.59753
C -1.81083 3.44820 -0.22772
C 1.31652 3.62221 0.01169
C -0.56521 -3.74174 -0.36223
C 0.57739 -3.50985 2.54279
C -2.93802 2.61279 0.42232
H -2.71867 2.39306 1.47863
H -3.86044 3.20824 0.38575
H -3.12579 1.67427 -0.09273
C -1.73862 4.78164 0.55309
H -1.46491 4.61349 1.59888
H -1.05307 5.49924 0.09864
H -2.73957 5.22671 0.53551
C -2.13762 3.69558 -1.67950
H -3.05920 4.31233 -1.73531
H -1.35186 4.26091 -2.21691
H -2.33226 2.75393 -2.21510
C 1.29791 4.34800 1.37160
H 1.00539 3.65152 2.17232
H 2.31277 4.68871 1.58439
H 0.62715 5.19961 1.38010
C 2.59681 2.76619 -0.06966
H 2.57415 1.95094 0.67369
H 2.75056 2.34054 -1.05366
H 3.45525 3.40853 0.15852
C 1.28576 4.61214 -1.17757
H 0.99453 4.14995 -2.12855
H 0.62263 5.46372 -0.98962
H 2.30043 4.99429 -1.31466
C -0.81263 -3.85447 3.11088
H -0.67775 -4.26285 4.12180
H -1.44437 -2.96298 3.18345
H -1.34114 -4.61154 2.51154
C 1.27714 -2.52798 3.47836
H 2.31583 -2.31414 3.15956
H 0.75360 -1.56928 3.57755
H 1.33311 -2.97403 4.49025
C 1.44770 -4.78690 2.43061
H 2.35789 -4.61071 1.84257
H 1.75361 -5.06732 3.44285
H 0.90769 -5.63357 2.01326
C -0.12558 -3.34945 -1.78290
H 0.90703 -3.64161 -1.98990
H -0.77178 -3.87545 -2.50614
H -0.23217 -2.27354 -1.96685
C -2.09198 -3.46716 -0.21006
H -2.34088 -2.44344 -0.50223
H -2.62270 -4.15282 -0.87851
H -2.43719 -3.63312 0.80690
C -0.28511 -5.23450 -0.16576
H 0.78900 -5.46250 -0.19821
H -0.72703 -5.63748 0.75210
H -0.75347 -5.78036 -1.00387
Zr -0.32865 -0.07152 0.87263
N -1.75958 -0.15697 -0.87042
C -1.70773 0.31517 -1.93423
C -2.13905 0.33027 -3.41660
C -1.48934 1.38477 -4.32324
C -1.65391 -1.02210 -3.88868
C -3.60505 0.49465 -3.26027
H -1.68444 2.41691 -4.01040
H -0.40361 1.23858 -4.42903
H -1.94106 1.25088 -5.30981
H -2.01559 -1.81681 -3.23377
H -2.03446 -1.20684 -4.89321
H -0.55419 -1.06804 -3.93129
H -4.02381 1.18323 -4.00475
H -4.08692 -0.48674 -3.37048
H -3.90914 0.87979 -2.26099
C 0.58068 0.74924 4.93872
S 1.42896 1.52267 3.56208
C 3.06495 0.80738 3.77861
O 0.90651 0.65806 2.32499
H 0.50215 1.53255 5.70432
H 1.16816 -0.08952 5.32672
H -0.42379 0.41833 4.64147
H 3.62809 0.93044 2.84360
H 3.55029 1.36820 4.57815
H 2.98730 -0.25668 4.03818

Summary:
Energy above the lowest of the compared OMol25 structures with the same formula, charge and spin in kcal/mol: 0.0
Net charge: +3
LUMO (alpha / beta) in eV: -10.775 / -10.770
HOMO energy (alpha / beta) in eV: -14.902 / -14.906

---

> energy above the lowest of the compared OMol25 structures with the same formula, charge and spin of number 3 (C31H57F5NO8S)?

12.2 kcal/mol